Arrangement i

DFT (ωB97M-V with the def2-TZVPD basis set) results for a gas-phase ion, C2H5N2Si (charge +1).

Positions of all 10 atoms, in Å:
C: 1.001 0.928 0.353
C: -1.005 0.113 0.918
N: 0.030 0.966 1.184
N: -0.902 -0.729 -0.040
Si: 0.789 -0.339 -1.078
H: 1.838 1.581 0.568
H: -1.876 0.200 1.557
H: -1.650 -1.384 -0.230
H: 0.227 0.230 -2.294
H: 1.548 -1.566 -0.937

Results
E_LUMO: -5.91 eV
molar mass: 85.2 g/mol
E_HOMO: -15.26 eV
total charge: +1
structure (SMILES): C1=NC=[NH+][SiH2]1

---

Arrangement ii

DFT (ωB97M-V with the def2-TZVPD basis set) results for a gas-phase ion, C2H5N2Si (charge +1).

Positions of all 10 atoms, in Å:
C: -0.400 1.310 0.018
C: -1.193 -0.797 0.004
N: -1.415 0.540 -0.077
N: 0.068 -1.063 0.081
Si: 1.210 0.292 -0.069
H: -0.529 2.375 0.189
H: -2.025 -1.477 0.058
H: 0.470 -2.055 -0.023
H: 1.774 0.673 -1.287
H: 2.039 0.202 1.107

Results
E_LUMO: -6.36 eV
molar mass: 85.2 g/mol
E_HOMO: -14.92 eV
total charge: +1
structure (SMILES): C1=NC=[NH+][SiH2]1

---

Computed relative energies in units of hartree: arrangement i 0.0000; arrangement ii 0.0135

---

Arrangement i

DFT (ωB97M-V with the def2-TZVPD basis set) results for 9 unconnected molecules or ions with the total composition C35H54N9O5.

Positions of all 103 atoms, in Å:
C: -2.491 0.420 -1.068
C: -1.480 1.061 -0.210
C: -1.173 0.204 1.043
C: 0.007 -0.757 0.750
C: 1.180 0.038 0.313
C: 1.061 0.811 -1.070
N: -0.262 1.566 -0.964
O: -0.369 2.623 -1.766
C: 1.007 0.059 -2.419
C: 2.190 1.862 -1.313
C: -2.141 2.405 0.094
H: -2.493 0.983 -2.098
H: -3.432 0.287 -0.742
H: -2.153 -0.615 -1.416
H: -1.909 -0.359 1.284
H: -0.632 0.813 1.660
H: -0.277 -1.523 0.011
H: 0.162 -1.283 1.533
H: 2.079 -0.653 0.007
H: 1.473 0.733 1.307
H: 0.948 0.786 -3.212
H: 0.563 -0.974 -2.136
H: 1.952 -0.292 -2.530
H: 1.815 2.530 -2.098
H: 3.101 1.608 -1.376
H: 2.145 2.406 -0.349
H: -3.020 2.037 0.715
H: -2.728 2.888 -0.795
H: -1.634 3.022 0.977
N: 4.911 -1.178 -2.502
C: 4.271 -1.887 -1.547
C: 4.794 -1.418 -0.194
C: 5.807 -0.277 -0.557
C: 5.861 -0.243 -2.118
H: 4.770 -1.236 -3.406
H: 3.461 -2.680 -1.813
H: 4.599 -1.847 0.770
H: 6.301 0.235 0.120
H: 6.511 0.146 -2.794
N: -5.434 0.152 -5.867
C: -6.467 -0.569 -6.216
C: -6.933 -1.340 -4.964
C: -5.786 -1.172 -3.870
C: -4.786 -0.113 -4.591
H: -4.998 0.822 -6.338
H: -6.860 -0.513 -7.128
H: -7.929 -1.871 -4.883
H: -5.676 -1.769 -3.013
H: -3.946 0.330 -4.066
N: 1.049 -3.821 -3.096
C: -0.167 -3.678 -2.418
C: -1.120 -2.856 -3.273
C: -0.370 -2.578 -4.564
C: 1.009 -3.240 -4.377
H: 1.823 -4.478 -2.722
H: -0.112 -4.057 -1.401
H: -1.995 -2.330 -2.934
H: -0.819 -1.920 -5.335
H: 1.983 -3.307 -4.975
N: 3.796 -4.275 2.906
C: 3.146 -5.516 3.074
C: 2.024 -5.594 2.015
C: 1.845 -4.223 1.582
C: 3.005 -3.410 2.124
H: 4.579 -3.983 3.453
H: 3.415 -6.300 3.639
H: 1.207 -6.392 1.951
H: 1.074 -4.088 0.864
H: 3.186 -2.339 1.876
N: 1.292 1.481 3.785
C: 2.087 2.395 3.011
C: 3.329 1.575 2.639
C: 3.115 0.285 3.320
C: 1.784 0.298 3.994
H: 0.616 1.785 4.359
H: 1.789 3.292 2.842
H: 4.228 1.806 2.016
H: 3.750 -0.546 3.370
H: 1.163 -0.263 4.718
N: -1.604 -3.611 6.022
C: -1.100 -3.089 4.831
C: -2.260 -2.259 4.254
C: -3.384 -2.395 5.287
C: -2.866 -3.216 6.479
H: -1.132 -4.248 6.585
H: -0.076 -3.314 4.293
H: -2.220 -1.699 3.301
H: -4.344 -1.929 5.068
H: -3.116 -3.556 7.533
C: -3.383 6.951 1.503
N: -3.189 6.846 -0.010
O: -3.067 7.909 -0.545
O: -2.939 5.774 -0.481
H: -4.446 6.857 1.564
H: -2.956 7.750 2.010
H: -3.133 6.149 2.058
C: 1.356 6.150 -0.813
N: 0.825 5.633 0.529
O: 0.623 6.463 1.367
O: 0.654 4.434 0.774
H: 1.618 7.230 -0.892
H: 0.260 5.795 -1.259
H: 2.179 5.426 -1.019

Results
E_LUMO: -5.81 eV
molar mass: 680.9 g/mol
E_HOMO: -9.57 eV
total charge: +1

---

Arrangement ii

DFT (ωB97M-V with the def2-TZVPD basis set) results for 9 unconnected molecules or ions with the total composition C35H54N9O5.

Positions of all 103 atoms, in Å:
C: 1.133 -2.019 0.199
C: 0.290 -0.739 0.372
C: 1.025 0.585 -0.061
C: 0.229 1.691 -0.723
C: -0.737 1.051 -1.740
C: -1.684 -0.066 -1.202
N: -0.991 -1.050 -0.404
O: -1.728 -2.055 -0.101
C: -2.252 -0.873 -2.427
C: -2.878 0.492 -0.300
C: -0.184 -0.654 1.889
H: 1.583 -1.959 -0.934
H: 0.685 -2.919 0.321
H: 1.886 -2.053 0.894
H: 1.946 0.294 -0.717
H: 1.497 1.051 0.888
H: 0.914 2.349 -1.365
H: -0.217 2.267 0.075
H: -0.108 0.693 -2.544
H: -1.205 1.967 -2.244
H: -2.793 -0.286 -2.984
H: -3.053 -1.486 -2.208
H: -1.446 -1.315 -3.135
H: -3.529 1.102 -0.849
H: -2.598 1.115 0.590
H: -3.305 -0.321 0.201
H: -0.383 -1.620 2.133
H: -0.970 -0.029 2.074
H: 0.386 -0.277 2.639
N: -3.020 6.075 -4.244
C: -1.859 5.688 -3.646
C: -1.855 4.088 -3.750
C: -3.066 3.725 -4.574
C: -3.814 5.053 -4.787
H: -3.048 7.013 -4.173
H: -1.219 6.321 -3.368
H: -0.905 3.473 -3.781
H: -3.561 2.841 -4.930
H: -4.731 5.239 -5.441
N: 1.815 -3.125 6.792
C: 2.393 -4.371 6.607
C: 2.100 -4.710 5.147
C: 1.180 -3.569 4.606
C: 1.148 -2.578 5.720
H: 2.087 -2.423 7.553
H: 2.959 -4.913 7.256
H: 2.454 -5.781 4.607
H: 0.932 -3.311 3.645
H: 0.712 -1.747 5.775
N: -1.424 -5.577 -0.180
C: -0.006 -5.701 -0.559
C: 0.136 -5.051 -1.945
C: -1.185 -4.547 -2.352
C: -2.084 -4.922 -1.181
H: -1.792 -5.945 0.472
H: 0.674 -5.996 0.205
H: 0.965 -4.931 -2.818
H: -1.527 -4.082 -3.199
H: -3.193 -4.597 -1.152
N: 1.897 0.313 -4.315
C: 1.191 -0.790 -4.804
C: 1.881 -2.073 -4.266
C: 2.980 -1.667 -3.362
C: 2.878 -0.175 -3.434
H: 1.565 1.239 -4.322
H: 0.377 -0.562 -5.446
H: 1.644 -3.043 -4.558
H: 3.583 -2.240 -2.992
H: 3.405 0.555 -2.787
N: 4.304 1.563 1.732
C: 4.697 1.002 0.467
C: 4.528 -0.568 0.617
C: 4.027 -0.803 2.017
C: 3.871 0.535 2.633
H: 4.320 2.470 1.936
H: 5.076 1.592 -0.346
H: 4.774 -1.288 -0.151
H: 3.966 -1.715 2.630
H: 3.510 0.743 3.770
N: -4.213 -0.351 4.938
C: -3.172 -1.187 5.336
C: -2.739 -2.139 4.196
C: -3.738 -1.938 3.052
C: -4.618 -0.668 3.597
H: -4.903 0.156 5.655
H: -2.945 -1.292 6.402
H: -2.048 -2.957 4.174
H: -3.878 -2.325 2.038
H: -5.442 -0.036 3.216
C: 3.228 4.831 -4.320
N: 2.335 3.677 -3.864
O: 2.243 3.563 -2.636
O: 1.676 3.069 -4.694
H: 3.788 4.582 -5.234
H: 3.981 4.994 -3.629
H: 2.596 5.725 -4.183
C: -1.517 4.937 3.248
N: -1.137 3.749 2.526
O: -0.011 3.699 2.090
O: -1.983 2.828 2.465
H: -0.680 5.300 3.945
H: -2.423 4.626 3.829
H: -1.653 5.491 2.237

Results
E_LUMO: -5.00 eV
molar mass: 680.9 g/mol
E_HOMO: -9.64 eV
total charge: +1

---

Computed relative energies in units of hartree: arrangement i 0.0403; arrangement ii 0.0000

---

Arrangement i

DFT (ωB97M-V with the def2-TZVPD basis set) results for a molecular structure, C43H42BN2O3PS2Ti.

Positions of all 95 atoms, in Å:
Ti: 0.031 -1.109 -0.785
S: -0.735 -3.591 -0.966
C: 0.498 -4.495 -0.135
C: 0.270 -5.846 0.141
C: 1.199 -6.645 0.798
C: 0.901 -8.022 1.048
N: 0.646 -9.130 1.239
C: 2.421 -6.075 1.199
C: 2.660 -4.735 0.931
C: 1.730 -3.914 0.279
S: 2.123 -2.244 0.013
C: 3.418 -6.853 1.874
N: 4.231 -7.463 2.416
H: -0.672 -6.281 -0.168
H: 3.598 -4.293 1.242
C: -6.385 -0.974 1.079
C: -5.915 -1.211 2.488
C: -6.845 -1.322 3.515
C: -6.454 -1.527 4.831
C: -5.105 -1.618 5.130
C: -4.164 -1.508 4.115
C: -4.542 -1.306 2.789
P: -3.346 -1.215 1.382
C: -1.789 -1.651 2.259
C: -1.696 -3.035 2.449
C: -0.626 -3.617 3.103
C: 0.408 -2.807 3.547
C: 0.347 -1.443 3.332
C: -0.737 -0.832 2.697
C: -0.685 0.662 2.498
C: -3.327 0.586 1.100
C: -3.933 1.481 1.977
C: -3.915 2.852 1.767
C: -3.263 3.330 0.633
C: -2.676 2.463 -0.261
C: -2.677 1.055 -0.086
C: -1.967 0.238 -1.040
H: -7.473 -1.031 1.020
H: -5.951 -1.709 0.397
H: -6.065 0.007 0.721
H: -7.901 -1.249 3.273
H: -7.200 -1.615 5.613
H: -4.779 -1.775 6.152
H: -3.111 -1.580 4.356
H: -2.480 -3.668 2.046
H: -0.581 -4.692 3.220
H: 1.279 -3.240 4.024
H: 1.177 -0.817 3.639
H: 0.272 1.044 2.854
H: -1.488 1.175 3.029
H: -0.765 0.934 1.444
H: -4.427 1.096 2.861
H: -4.388 3.527 2.469
H: -3.217 4.398 0.446
H: -2.170 2.861 -1.134
H: -1.747 0.801 -1.949
H: -2.454 -0.722 -1.262
C: -0.694 -1.654 -5.253
C: -0.107 -0.242 -5.293
C: 0.435 -0.049 -3.872
O: -0.178 -1.071 -3.071
C: -1.198 -1.726 -3.823
H: 0.086 -2.404 -5.402
H: -1.482 -1.817 -5.990
H: -0.900 0.481 -5.497
H: 0.669 -0.115 -6.048
H: 0.187 0.926 -3.451
H: 1.513 -0.184 -3.795
H: -2.147 -1.189 -3.706
H: -1.296 -2.733 -3.423
C: 6.624 5.474 -1.060
C: 5.644 5.136 -2.192
C: 6.410 4.357 -3.262
C: 5.141 6.440 -2.827
C: 4.461 4.341 -1.631
C: 3.653 4.921 -0.653
C: 2.563 4.253 -0.089
C: 2.299 2.976 -0.531
O: 1.323 2.118 -0.162
B: 1.471 0.892 -0.921
O: 2.629 1.141 -1.765
C: 3.093 2.384 -1.505
C: 4.169 3.040 -2.065
H: 7.475 6.043 -1.447
H: 7.000 4.560 -0.597
H: 6.142 6.067 -0.283
H: 7.240 4.965 -3.632
H: 5.771 4.107 -4.110
H: 6.825 3.430 -2.863
H: 5.979 7.018 -3.231
H: 4.619 7.061 -2.099
H: 4.446 6.225 -3.641
H: 3.870 5.926 -0.309
H: 1.946 4.718 0.669
H: 4.761 2.535 -2.816

Results
expectation value of S²: 2.006
E_LUMO (spin up / spin down): 3.64 / 3.64 eV
molar mass: 788.6 g/mol
E_HOMO (spin up / spin down): -0.64 / -1.70 eV
total charge: -2
multiplicity: 3

---

Arrangement ii

DFT (ωB97M-V with the def2-TZVPD basis set) results for a molecular structure, C43H42BN2O3PS2Ti.

Positions of all 95 atoms, in Å:
Ti: 0.501 1.206 -1.740
S: 1.160 3.439 -0.583
C: 0.261 4.409 -1.727
C: -0.451 5.529 -1.275
C: -1.139 6.374 -2.131
C: -1.837 7.534 -1.589
N: -2.382 8.447 -1.149
C: -1.147 6.098 -3.493
C: -0.471 4.986 -3.966
C: 0.237 4.111 -3.125
S: 1.058 2.724 -3.792
C: -1.843 6.964 -4.439
N: -2.379 7.649 -5.192
H: -0.456 5.740 -0.214
H: -0.486 4.775 -5.028
C: -1.238 -2.627 1.753
C: -1.529 -3.344 0.452
C: -2.481 -4.363 0.430
C: -2.801 -5.033 -0.741
C: -2.159 -4.681 -1.917
C: -1.199 -3.675 -1.905
C: -0.859 -3.012 -0.729
P: 0.297 -1.559 -0.800
C: 1.536 -1.972 0.526
C: 1.936 -0.866 1.280
C: 2.797 -0.974 2.361
C: 3.266 -2.223 2.734
C: 2.870 -3.334 2.012
C: 2.016 -3.235 0.906
C: 1.701 -4.546 0.215
C: 1.183 -1.714 -2.364
C: 2.301 -2.546 -2.574
C: 3.053 -2.476 -3.723
C: 2.718 -1.504 -4.691
C: 1.623 -0.702 -4.528
C: 0.750 -0.830 -3.404
C: -0.470 -0.090 -3.276
H: -2.109 -2.638 2.411
H: -0.969 -1.580 1.591
H: -0.402 -3.088 2.287
H: -2.995 -4.609 1.354
H: -3.557 -5.810 -0.735
H: -2.402 -5.178 -2.848
H: -0.698 -3.397 -2.826
H: 1.546 0.120 1.028
H: 3.082 -0.083 2.906
H: 3.932 -2.333 3.582
H: 3.236 -4.316 2.295
H: 1.130 -5.203 0.878
H: 2.631 -5.064 -0.034
H: 1.130 -4.436 -0.697
H: 2.595 -3.238 -1.797
H: 3.909 -3.127 -3.861
H: 3.329 -1.393 -5.581
H: 1.364 0.035 -5.279
H: -1.281 -0.661 -2.826
H: -0.780 0.435 -4.172
C: 4.926 1.495 -2.912
C: 5.185 0.121 -2.258
C: 4.076 0.024 -1.198
O: 3.133 1.041 -1.536
C: 3.939 2.147 -1.960
H: 4.449 1.371 -3.886
H: 5.831 2.092 -3.042
H: 6.172 0.070 -1.792
H: 5.106 -0.691 -2.980
H: 4.469 0.240 -0.197
H: 3.559 -0.927 -1.173
H: 4.445 2.567 -1.080
H: 3.283 2.892 -2.393
C: -2.728 -0.971 5.339
C: -3.228 0.468 5.157
C: -4.634 0.573 5.745
C: -2.313 1.416 5.946
C: -3.194 0.820 3.666
C: -4.345 1.095 2.935
C: -4.298 1.389 1.558
C: -3.072 1.392 0.949
O: -2.771 1.618 -0.355
B: -1.344 1.470 -0.535
O: -0.855 1.164 0.830
C: -1.915 1.118 1.666
C: -1.946 0.836 3.007
H: -2.732 -1.254 6.398
H: -1.710 -1.087 4.960
H: -3.364 -1.670 4.790
H: -4.601 0.349 6.816
H: -5.322 -0.135 5.278
H: -5.048 1.575 5.623
H: -2.341 1.172 7.013
H: -2.630 2.454 5.819
H: -1.277 1.345 5.611
H: -5.313 1.088 3.419
H: -5.199 1.601 0.997
H: -1.019 0.615 3.526

Results
expectation value of S²: 2.009
E_LUMO (spin up / spin down): 3.82 / 3.82 eV
molar mass: 788.6 g/mol
E_HOMO (spin up / spin down): -0.18 / -1.43 eV
total charge: -2
multiplicity: 3

---

Computed relative energies in units of hartree: arrangement i 0.0000; arrangement ii 0.0351